1.
The following is a DFT calculation (ωB97M-V/def2-TZVPD) of a cluster of 3 separate species, C4H9NO2 in total at a distorted geometry.

Structure (ORCA input):
```
! RIJCOSX wB97M-V def2-TZVPD def2/J DEFGRID3
* xyz -1 2
C -0.065 -0.419 -0.501
C -1.275 0.007 -0.035
N -1.897 -1.053 0.551
C -1.139 -2.171 0.428
C 0.020 -1.813 -0.212
H 0.701 0.196 -0.957
H -1.711 0.998 -0.068
H -2.784 -0.894 0.987
H -1.323 -3.217 0.548
H 0.904 -2.354 -0.485
H 5.226 0.788 1.715
H 4.041 0.098 1.006
O 4.947 0.413 0.870
H -1.841 2.669 -1.949
H -1.956 3.861 -0.912
O -1.850 2.890 -0.988
*
```

Properties
**Kohn-Sham gap (spin up / spin down)**: 2.2 / 8.2 eV
**Expectation value of S²**: 0.7504
**Relative energy (zero: lowest compared OMol25 entry of this formula, charge and spin)**: 31.1 kcal/mol
**Max |F|**: 1.89 eV Å⁻¹
**HOMO level (spin up / spin down)**: 1.0 / -5.2 eV

Atom charges from the Mulliken analysis, given in e for atoms 1 to 5: -0.583 -2.903 0.557 -0.648 -0.575



2.
The following is a DFT calculation (ωB97M-V/def2-TZVPD) of a structure of composition C20H17BeN7O4S2.

Structure (ORCA input):
```
! RIJCOSX wB97M-V def2-TZVPD def2/J DEFGRID3
* xyz 0 1
Be -0.500 -2.026 -0.138
C 4.355 -1.863 -0.799
C 3.098 -2.385 -0.528
N 2.047 -1.597 -0.372
C 2.227 -0.287 -0.509
C 3.492 0.227 -0.786
N 4.557 -0.555 -0.922
C 1.001 0.563 -0.447
C 1.054 1.953 -0.474
C -0.116 2.698 -0.493
C -1.324 2.010 -0.502
C -1.296 0.627 -0.476
N -0.166 -0.075 -0.427
C -2.515 -0.219 -0.519
C -3.793 0.235 -0.803
N -4.830 -0.593 -0.874
C -4.583 -1.883 -0.675
C -3.308 -2.359 -0.401
N -2.289 -1.517 -0.319
C -0.079 4.180 -0.511
C 0.847 4.866 -1.286
C 0.841 6.252 -1.268
N -0.006 6.976 -0.539
C -0.889 6.312 0.203
C -0.968 4.929 0.250
H 5.212 -2.510 -0.935
H 2.920 -3.451 -0.458
H 3.669 1.284 -0.924
H 2.003 2.467 -0.462
H -2.262 2.544 -0.537
H -3.992 1.281 -0.999
H -5.421 -2.564 -0.746
H -3.081 -3.407 -0.265
H 1.549 4.333 -1.915
H 1.548 6.808 -1.872
H -1.566 6.917 0.797
H -1.695 4.447 0.891
O -0.851 -3.681 0.120
S -0.148 -4.312 -1.082
O -0.928 -5.370 -1.663
O 1.191 -4.695 -0.623
S -0.055 -2.654 -2.242
C 0.199 -2.162 3.857
C 0.439 -2.462 2.406
N 1.244 -3.470 2.103
O -0.082 -1.714 1.554
H 0.743 -2.828 4.523
H -0.870 -2.246 4.052
H 0.492 -1.132 4.055
H 1.566 -4.076 2.837
H 1.319 -3.816 1.142
*
```

Properties
**Kohn-Sham gap**: 6.6 eV
**Relative energy (zero: lowest compared OMol25 entry of this formula, charge and spin)**: 0.0 kcal/mol
**Max |F|**: 0.36 eV Å⁻¹
**HOMO level**: -7.7 eV

Atom charges from the Mulliken analysis, given in e for atoms 1 to 5: -0.104 -0.408 -0.307 0.232 -0.002



3.
The following is a DFT calculation (ωB97M-V/def2-TZVPD) of a cluster of 2 separate species, Cl2HNS in total at a distorted geometry.

Structure (ORCA input):
```
! RIJCOSX wB97M-V def2-TZVPD def2/J DEFGRID3
* xyz 0 1
N 1.362 -1.236 -0.434
S 1.867 -0.462 0.623
Cl -2.918 -0.246 -0.459
Cl 1.523 1.655 0.249
H -1.834 0.289 0.022
*
```

Properties
**Kohn-Sham gap**: 9.2 eV
**Relative energy (zero: lowest compared OMol25 entry of this formula, charge and spin)**: 5.8 kcal/mol
**Max |F|**: 2.99 eV Å⁻¹
**HOMO level**: -10.8 eV

Electronic structure analysis, Mulliken charges in units of e: -0.096 0.367 -0.246 -0.267 0.242



4.
The following is a DFT calculation (ωB97M-V/def2-TZVPD) of a structure of composition C5H4BiO2 at a distorted geometry.

Structure (ORCA input):
```
! RIJCOSX wB97M-V def2-TZVPD def2/J DEFGRID3
* xyz 3 1
O -1.800 0.505 0.874
C -1.126 -0.592 0.347
H -2.092 1.111 0.185
H -1.029 0.912 -2.061
H -1.617 -1.504 0.715
C -0.679 -0.812 -1.038
C 0.419 -0.631 0.881
H 0.648 -1.296 1.717
C -0.402 -0.098 -2.018
C 1.323 0.218 0.444
O 2.253 0.956 0.344
Bi 4.102 1.230 -0.389
*
```

Properties
**Kohn-Sham gap (spin up / spin down)**: 6.8 / 6.0 eV
**Relative energy (zero: lowest compared OMol25 entry of this formula, charge and spin)**: 121.4 kcal/mol
**Max |F|**: 4.19 eV Å⁻¹
**HOMO level (spin up / spin down)**: -23.2 / -23.0 eV

Atom charges from the Mulliken analysis, given in e for atoms 1 to 5: -0.347 0.272 0.362 0.409 0.397



5.
The following is a DFT calculation (ωB97M-V/def2-TZVPD) of a cluster of 2 separate species, C6H15O2P in total.

Structure (ORCA input):
```
! RIJCOSX wB97M-V def2-TZVPD def2/J DEFGRID3
* xyz 0 1
C 1.283 -1.294 -1.467
C 0.653 -1.357 -0.079
C 1.651 -0.950 1.001
C 0.118 -2.768 0.198
O -0.896 -3.163 -0.694
H 2.202 -1.876 -1.487
H 1.514 -0.268 -1.745
H 0.599 -1.708 -2.205
H -0.202 -0.663 -0.049
H 2.016 0.058 0.820
H 2.502 -1.626 1.002
H 1.189 -0.980 1.986
H -0.244 -2.827 1.236
H 0.917 -3.501 0.070
H -1.614 -2.523 -0.655
C -1.524 3.124 1.418
P -2.214 2.273 -0.077
C -0.663 2.290 -1.054
O -0.582 2.539 -2.223
H -0.924 2.411 1.983
H -2.352 3.447 2.045
H -0.914 3.984 1.151
H -2.746 3.396 -0.712
H 0.232 1.984 -0.464
*
```

Properties
**Kohn-Sham gap**: 9.9 eV
**Relative energy (zero: lowest compared OMol25 entry of this formula, charge and spin)**: 78.7 kcal/mol
**Max |F|**: 0.54 eV Å⁻¹
**Structure (SMILES)**: CC(C)CO.CPC=O
**HOMO level**: -9.4 eV

Atom charges from the Mulliken analysis, given in e for atoms 1 to 5: -1.430 1.130 -1.601 -0.823 -0.510



6.
The following is a DFT calculation (ωB97M-V/def2-TZVPD) of an isolated molecule of C6H11NO2 at a distorted geometry.

Structure (ORCA input):
```
! RIJCOSX wB97M-V def2-TZVPD def2/J DEFGRID3
* xyz 0 1
C 2.508 -1.059 1.134
C 1.662 -0.989 0.110
O 1.712 -1.874 -0.913
C 0.565 0.034 -0.016
O -0.251 -0.212 -1.114
C -1.685 -0.445 -0.798
C -2.471 0.850 -0.717
C 0.793 1.439 0.429
N -0.086 0.550 1.164
H 2.474 -0.367 1.956
H 3.264 -1.822 1.160
H 0.992 -1.637 -1.525
H -1.805 -1.041 0.111
H -1.997 -1.042 -1.658
H -3.534 0.621 -0.696
H -2.260 1.470 -1.585
H -2.209 1.395 0.185
H 0.280 2.225 -0.107
H 1.756 1.707 0.843
H 0.293 0.195 2.036
*
```

Properties
**Kohn-Sham gap**: 9.5 eV
**Relative energy (zero: lowest compared OMol25 entry of this formula, charge and spin)**: 63.9 kcal/mol
**Max |F|**: 1.30 eV Å⁻¹
**Structure (SMILES)**: C=C(O)[C@]1(OCC)CN1
**HOMO level**: -8.6 eV

Atom charges from the Mulliken analysis, given in e for atoms 1 to 5: -1.181 0.259 -0.590 1.378 -0.530



7.
The following is a DFT calculation (ωB97M-V/def2-TZVPD) of a cluster of 4 separate species, C28H55N7O4P in total at a distorted geometry.

Structure (ORCA input):
```
! RIJCOSX wB97M-V def2-TZVPD def2/J DEFGRID3
* xyz 1 1
C 9.773 -2.826 0.920
C 9.542 -1.626 1.902
C 8.210 -0.836 1.591
C 8.189 -0.352 0.100
C 7.005 0.613 -0.226
C 6.949 1.879 0.698
C 5.846 2.894 0.181
C 4.695 2.991 1.242
C 3.521 3.920 0.812
C 2.604 3.355 -0.330
C 2.533 1.799 -0.428
C 1.870 1.445 -1.833
C 0.305 1.569 -1.789
C -0.299 0.204 -1.304
C -1.786 0.291 -0.845
N -2.643 1.427 -1.353
C -3.918 0.970 -0.937
N -4.841 1.914 -0.939
P -6.487 1.587 -0.506
N -7.240 2.945 -0.640
O -7.199 0.555 -1.576
O -6.669 1.089 1.056
N -4.034 -0.401 -0.600
O -4.156 -0.720 0.749
C -5.208 -1.690 0.971
C -5.923 -1.557 2.358
C -5.169 -0.669 3.412
C -2.719 -0.933 -1.106
C -2.119 -2.189 -0.447
C -2.813 -3.515 -0.913
O -3.324 -3.655 -1.992
H 8.833 -3.355 0.653
H 10.243 -2.500 -0.038
H 10.516 -3.501 1.402
H 9.433 -1.983 2.953
H 10.425 -0.952 1.802
H 8.188 0.053 2.260
H 7.373 -1.529 1.828
H 9.188 0.065 -0.162
H 8.064 -1.275 -0.520
H 6.016 0.105 -0.160
H 7.172 0.966 -1.274
H 7.940 2.384 0.697
H 6.689 1.584 1.739
H 5.474 2.474 -0.782
H 6.282 3.894 -0.039
H 4.398 1.957 1.517
H 5.161 3.445 2.153
H 3.995 4.849 0.406
H 2.965 4.252 1.718
H 1.562 3.702 -0.097
H 2.832 3.800 -1.326
H 1.930 1.315 0.370
H 3.529 1.303 -0.456
H 2.307 2.152 -2.568
H 2.209 0.418 -2.090
H -0.006 1.682 -2.859
H -0.038 2.426 -1.180
H -0.246 -0.519 -2.148
H 0.305 -0.186 -0.457
H -1.737 0.551 0.241
H -2.596 1.314 -2.382
H -4.577 2.861 -1.206
H -7.626 3.185 0.274
H -7.780 0.008 -1.009
H -5.793 0.806 1.389
H -4.810 -2.734 0.911
H -5.957 -1.625 0.154
H -6.038 -2.580 2.784
H -6.965 -1.199 2.195
H -5.254 -1.115 4.428
H -5.664 0.331 3.425
H -4.082 -0.556 3.219
H -2.918 -0.992 -2.204
H -1.057 -2.298 -0.784
H -2.060 -2.136 0.662
H -2.817 -4.345 -0.152
C -1.561 5.614 0.272
C -1.977 4.234 -0.035
N -2.299 3.149 -0.275
H -0.980 5.627 1.194
H -0.950 6.007 -0.540
H -2.440 6.246 0.395
C -9.329 -2.991 -2.508
C -8.474 -2.908 -1.310
N -7.805 -2.843 -0.373
H -8.709 -3.045 -3.401
H -9.955 -3.880 -2.454
H -9.967 -2.110 -2.569
C -1.017 -7.048 -0.607
C -0.501 -5.962 0.248
N -0.102 -5.110 0.912
H -2.105 -7.007 -0.641
H -0.625 -6.941 -1.618
H -0.710 -8.012 -0.206
*
```

Properties
**Kohn-Sham gap**: 7.9 eV
**Max |F|**: 7.06 eV Å⁻¹
**HOMO level**: -11.6 eV

Atom charges from the Mulliken analysis, given in e for atoms 1 to 5: -1.080 -0.534 -0.405 -0.756 -0.468



8.
The following is a DFT calculation (ωB97M-V/def2-TZVPD) of an isolated molecule of C3H6S at a distorted geometry.

Structure (ORCA input):
```
! RIJCOSX wB97M-V def2-TZVPD def2/J DEFGRID3
* xyz 0 1
S -1.939 0.207 -0.029
C -0.331 -0.224 0.676
C 0.735 -0.527 -0.330
C 0.676 0.807 0.000
H -2.538 -0.948 -0.531
H -0.166 -0.636 1.721
H 1.680 -1.042 -0.145
H 0.200 -0.632 -1.301
H 1.291 1.337 0.660
H 0.392 1.657 -0.720
*
```

Properties
**Kohn-Sham gap**: 10.1 eV
**Relative energy (zero: lowest compared OMol25 entry of this formula, charge and spin)**: 36.2 kcal/mol
**Max |F|**: 5.43 eV Å⁻¹
**Structure (SMILES)**: SC1CC1
**HOMO level**: -9.1 eV

Atom charges from the Mulliken analysis, given in e for atoms 1 to 5: -0.267 -0.262 -0.312 -0.566 0.109



9.
The following is a DFT calculation (ωB97M-V/def2-TZVPD) of a cluster of 12 separate species, C93H116F8N19O17S8 in total at a distorted geometry.

Structure (ORCA input):
```
! RIJCOSX wB97M-V def2-TZVPD def2/J DEFGRID3
* xyz 8 2
C -1.890 0.707 1.721
C -0.931 1.425 0.805
C -0.317 2.561 1.807
C 0.918 3.300 1.095
C 1.963 2.242 0.567
C 1.425 1.101 -0.449
N 0.185 0.566 0.176
O -0.118 -0.769 -0.138
C 2.619 0.157 -0.490
C 1.087 1.706 -1.862
C -1.694 2.240 -0.259
H -2.543 1.334 2.328
H -1.385 0.055 2.435
H -2.427 0.149 0.954
H -0.243 2.322 2.868
H -1.116 3.287 1.954
H 1.344 4.154 1.621
H 0.670 3.965 0.268
H 2.418 1.790 1.449
H 2.873 2.816 0.394
H 3.579 0.672 -0.484
H 2.612 -0.451 -1.395
H 2.575 -0.522 0.361
H 1.967 1.809 -2.497
H 0.699 2.712 -1.696
H 0.331 1.120 -2.386
H -1.038 3.002 -0.679
H -2.450 2.903 0.161
H -2.142 1.592 -1.013
C -2.037 5.813 7.481
N -1.803 6.105 6.098
C -1.004 5.304 5.356
C -0.899 5.563 3.945
C -1.635 6.597 3.375
C -2.398 7.436 4.141
C -2.404 7.224 5.522
C -1.331 6.941 1.912
C -1.820 6.076 0.895
C -1.654 6.478 -0.446
N -0.866 7.542 -0.747
C -0.169 8.199 0.244
C -0.362 7.938 1.562
C -0.808 8.087 -2.135
H -2.891 5.137 7.494
H -2.280 6.726 8.024
H -1.045 5.501 7.808
H -0.468 4.526 5.880
H -0.231 4.907 3.406
H -3.065 8.221 3.817
H -2.916 7.858 6.231
H -2.437 5.234 1.171
H -1.982 5.934 -1.320
H 0.498 9.008 -0.014
H 0.166 8.579 2.254
H -0.186 7.454 -2.768
H -0.252 9.010 -1.971
H -1.736 8.099 -2.707
C -1.242 6.253 -10.148
N -0.765 5.073 -9.435
C 0.552 4.605 -9.636
C 1.000 3.533 -8.830
C 0.149 2.926 -7.916
C -1.149 3.381 -7.829
C -1.657 4.436 -8.615
C 0.658 1.843 -7.008
C 1.899 1.952 -6.389
C 2.265 0.971 -5.411
N 1.446 0.025 -5.043
C 0.221 -0.126 -5.608
C -0.173 0.777 -6.680
C 1.753 -0.886 -4.030
H -1.569 6.931 -9.360
H -1.964 5.856 -10.861
H -0.513 6.751 -10.788
H 1.200 5.170 -10.290
H 2.043 3.256 -8.795
H -1.879 2.828 -7.256
H -2.678 4.788 -8.616
H 2.460 2.866 -6.521
H 3.245 1.032 -4.962
H -0.408 -0.903 -5.199
H -1.149 0.641 -7.123
H 1.013 -0.650 -3.265
H 2.726 -0.801 -3.545
H 1.607 -1.886 -4.440
C -4.363 -9.356 4.047
N -3.389 -8.225 3.877
C -3.601 -7.337 2.946
C -2.947 -6.115 3.055
C -1.978 -5.832 4.041
C -1.697 -6.865 4.924
C -2.413 -8.051 4.833
C -1.163 -4.564 3.964
C -0.612 -3.943 5.138
C 0.046 -2.731 5.067
N 0.264 -2.224 3.842
C -0.159 -2.774 2.648
C -0.777 -4.011 2.729
C 0.876 -0.861 3.876
H -5.123 -9.164 4.804
H -3.792 -10.235 4.348
H -4.896 -9.480 3.104
H -4.453 -7.547 2.316
H -3.150 -5.287 2.392
H -0.891 -6.838 5.643
H -2.291 -8.895 5.495
H -0.765 -4.388 6.110
H 0.282 -2.168 5.958
H 0.031 -2.223 1.740
H -1.087 -4.631 1.901
H 0.104 -0.110 4.041
H 1.338 -0.531 2.945
H 1.601 -0.757 4.683
C 11.641 -4.833 -2.831
N 10.828 -3.737 -2.322
C 11.437 -2.530 -2.129
C 10.678 -1.473 -1.648
C 9.320 -1.611 -1.296
C 8.728 -2.827 -1.656
C 9.482 -3.929 -2.056
C 8.606 -0.509 -0.688
C 7.981 -0.644 0.562
C 7.040 0.290 1.037
N 6.947 1.426 0.430
C 7.568 1.635 -0.768
C 8.357 0.641 -1.349
C 5.980 2.461 0.975
H 12.011 -4.491 -3.797
H 11.036 -5.711 -3.054
H 12.392 -5.060 -2.074
H 12.492 -2.495 -2.357
H 11.279 -0.664 -1.259
H 7.665 -2.939 -1.506
H 9.154 -4.933 -2.283
H 7.961 -1.637 0.987
H 6.404 0.122 1.893
H 7.225 2.513 -1.294
H 8.831 0.942 -2.272
H 6.319 2.820 1.947
H 5.032 1.924 0.985
H 5.862 3.348 0.353
C 1.869 -3.397 -0.966
N 2.515 -4.392 -1.834
C 1.925 -4.783 -3.010
C 2.651 -5.671 -3.849
C 3.905 -6.185 -3.534
C 4.417 -5.848 -2.255
C 3.686 -4.946 -1.448
C 4.621 -7.074 -4.495
C 4.867 -6.658 -5.833
C 5.451 -7.507 -6.787
N 5.702 -8.811 -6.413
C 5.444 -9.245 -5.176
C 5.006 -8.374 -4.204
C 6.242 -9.718 -7.418
H 2.689 -3.028 -0.350
H 1.164 -3.801 -0.239
H 1.383 -2.612 -1.545
H 0.935 -4.474 -3.313
H 2.133 -6.018 -4.731
H 5.369 -6.172 -1.861
H 4.016 -4.681 -0.454
H 4.740 -5.600 -6.005
H 5.674 -7.236 -7.808
H 5.580 -10.305 -5.019
H 4.924 -8.671 -3.169
H 6.941 -10.448 -7.010
H 6.546 -9.139 -8.290
H 5.417 -10.367 -7.712
C -7.039 -5.055 1.795
N -6.369 -4.074 0.915
C -6.749 -2.815 1.010
C -6.244 -1.828 0.111
C -5.328 -2.229 -0.821
C -4.948 -3.563 -0.917
C -5.581 -4.527 -0.136
C -4.790 -1.318 -1.791
C -5.672 -0.898 -2.810
C -5.205 -0.013 -3.688
N -3.984 0.508 -3.592
C -3.090 0.047 -2.670
C -3.450 -0.938 -1.768
C -3.563 1.533 -4.524
H -6.342 -5.869 1.993
H -7.956 -5.280 1.250
H -7.159 -4.451 2.694
H -7.294 -2.556 1.906
H -6.580 -0.809 0.233
H -4.253 -3.837 -1.696
H -5.413 -5.593 -0.089
H -6.673 -1.286 -2.923
H -5.807 0.383 -4.493
H -2.123 0.483 -2.871
H -2.672 -1.414 -1.190
H -4.469 1.763 -5.085
H -3.008 0.922 -5.236
H -2.970 2.337 -4.087
C -9.346 1.632 0.753
N -8.463 1.510 1.966
C -7.850 2.608 2.421
C -6.990 2.473 3.499
C -6.725 1.190 4.101
C -7.362 0.037 3.537
C -8.238 0.257 2.459
C -5.837 1.072 5.225
C -4.518 1.416 5.105
C -3.656 1.332 6.218
N -4.083 0.827 7.395
C -5.417 0.701 7.644
C -6.308 0.906 6.518
C -3.155 0.541 8.445
H -8.808 1.153 -0.065
H -9.530 2.669 0.471
H -10.289 1.110 0.914
H -8.098 3.585 2.034
H -6.539 3.235 4.118
H -7.201 -0.991 3.826
H -8.736 -0.494 1.864
H -4.142 1.600 4.109
H -2.610 1.588 6.136
H -5.758 0.456 8.640
H -7.362 0.835 6.745
H -2.120 0.645 8.119
H -3.282 -0.456 8.867
H -3.241 1.368 9.150
N 4.144 5.867 -2.839
S 4.107 4.382 -2.858
O 3.293 3.736 -3.926
O 4.438 3.688 -1.660
F 5.595 4.478 -3.546
S 3.004 6.024 -1.565
O 3.334 5.811 -0.150
O 1.591 5.664 -1.869
F 2.998 7.662 -1.513
N -0.807 2.640 7.356
S 0.574 1.782 6.834
O 0.442 0.355 6.715
O 1.894 2.322 7.035
F 0.534 2.428 5.308
S -0.319 2.564 8.727
O 0.742 3.480 9.174
O -0.561 1.407 9.620
F -1.541 3.480 9.315
N -7.163 3.747 -0.405
S -5.537 3.663 -0.159
O -4.621 4.211 -1.174
O -5.043 2.532 0.634
F -5.632 4.873 0.880
S -7.233 3.128 -1.735
O -7.083 1.688 -1.827
O -6.845 3.868 -2.930
F -8.814 3.443 -1.871
N 4.560 -4.161 2.231
S 4.257 -2.514 2.402
O 4.782 -1.481 1.531
O 3.927 -2.163 3.814
F 2.743 -2.498 1.789
S 6.001 -3.926 2.074
O 6.825 -3.168 3.078
O 6.436 -3.847 0.627
F 6.267 -5.478 2.357
*
```

Properties
**Kohn-Sham gap (spin up / spin down)**: 2.6 / 2.7 eV
**Expectation value of S²**: 0.7675
**Max |F|**: 16.91 eV Å⁻¹
**HOMO level (spin up / spin down)**: -17.0 / -17.1 eV

Atom charges from the Mulliken analysis, given in e for atoms 1 to 5: -0.234 2.481 -1.094 -0.772 -1.589